{
  "formula": "C26H38N4O3",
  "method": "the ωB97M-V functional and the def2-TZVPD basis",
  "orbital_gap_ev": 9.853,
  "relative_energy_kcal_mol": 189.8,
  "e_tot_ev": -39676.9629,
  "smiles": "CNC(C)=O.c1ccncc1.c1ccncc1.c1ccncc1.C1CCOC1.C1CCOC1",
  "lumo_energy_ev": 0.44,
  "e_homo_ha": -0.3458,
  "species": ["H", "H", "H", "H", "H", "H", "H", "H", "C", "C", "C", "H", "C", "C", "H", "N", "H", "H", "C", "C", "H", "H", "C", "N", "C", "C", "C", "C", "C", "C", "C", "H", "C", "H", "H", "H", "N", "H", "N", "H", "H", "O", "H", "H", "H", "H", "C", "O", "C", "H", "C", "H", "O", "H", "C", "C", "C", "H", "C", "H", "C", "H", "H", "H", "C", "H", "H", "H", "H", "C", "H"],
  "coordinates": [[4.52, 6.67, 16.84], [1.11, 6.29, 27.05], [10.35, 0.44, 17.41], [13.63, 2.03, 28.58], [11.81, 1.45, 19.17], [1.64, 5.19, 15.75], [-0.70, 6.83, 22.71], [15.68, 15.55, 16.71], [9.11, 6.58, 22.54], [13.28, 2.11, 17.74], [13.61, 1.27, 27.82], [10.83, 6.74, 21.30], [12.08, 1.50, 18.13], [12.90, 1.68, 15.56], [14.15, 13.80, 19.44], [13.69, 2.14, 16.51], [3.44, 5.08, 17.99], [2.55, 4.45, 14.22], [13.73, -0.13, 28.00], [7.91, 7.18, 22.84], [4.66, 3.98, 17.53], [13.98, 2.49, 18.47], [13.64, -1.05, 26.96], [13.35, 0.82, 25.45], [15.48, 15.60, 19.87], [9.45, 8.37, 20.84], [4.44, 5.81, 16.17], [0.63, 5.89, 24.29], [15.30, 16.02, 17.62], [13.50, 1.66, 26.46], [3.10, 3.82, 16.23], [16.00, 14.89, 20.52], [2.01, 6.32, 26.44], [13.32, 2.69, 26.19], [3.71, 3.04, 15.77], [11.03, 0.62, 15.08], [1.49, 6.58, 25.06], [12.98, -1.01, 24.88], [7.44, 8.20, 22.11], [13.55, -2.12, 27.14], [0.23, 5.52, 22.20], [3.33, 5.98, 15.31], [7.67, 9.52, 20.58], [13.81, -0.42, 29.04], [13.30, 16.14, 17.68], [1.97, 7.25, 24.48], [14.17, 14.88, 19.39], [16.15, 15.77, 18.69], [11.24, 0.99, 17.13], [13.34, 15.23, 20.01], [3.93, 4.67, 17.10], [15.36, 17.05, 17.25], [0.11, 4.89, 24.79], [9.38, 5.70, 23.10], [8.21, 8.77, 21.14], [13.37, -0.50, 25.74], [13.98, 15.34, 17.94], [13.32, 1.73, 14.56], [11.69, 1.00, 15.85], [1.06, 7.05, 22.50], [9.87, 7.19, 21.51], [10.06, 8.76, 20.05], [2.40, 5.30, 26.46], [2.75, 7.02, 26.85], [0.28, 6.38, 22.87], [15.39, 16.56, 20.38], [7.28, 6.80, 23.64], [2.28, 3.31, 16.75], [5.36, 5.37, 15.78], [2.54, 4.84, 15.24], [13.77, 14.51, 17.27]]
}

{
  "formula": "C26H39AlO14",
  "method": "the ωB97M-V functional and the def2-TZVPD basis",
  "total_charge": 2,
  "orbital_gap_ev": 1.669,
  "e_tot_ev": -62833.0411,
  "lumo_energy_ev": -12.99,
  "e_homo_ha": -0.5386,
  "species": ["H", "H", "C", "H", "H", "Al", "H", "C", "C", "H", "H", "C", "C", "H", "O", "C", "O", "H", "H", "H", "H", "H", "C", "H", "H", "H", "C", "C", "C", "H", "O", "C", "H", "C", "H", "C", "H", "O", "H", "O", "C", "O", "O", "H", "O", "C", "H", "C", "C", "H", "O", "C", "H", "H", "H", "O", "C", "H", "O", "O", "H", "H", "C", "H", "H", "H", "C", "H", "O", "C", "H", "C", "H", "O", "C", "H", "H", "C", "H", "C"],
  "coordinates": [[-0.43, -5.57, -4.95], [-5.64, -3.40, -0.35], [-1.55, 1.50, 3.18], [-2.71, -1.21, -2.24], [-2.23, -4.04, -5.13], [-0.59, 2.31, -4.03], [3.31, 1.99, 1.86], [-2.24, 2.48, 2.20], [-2.28, -3.48, 3.61], [5.30, 2.54, 2.90], [4.77, 4.76, 2.15], [-0.83, -3.06, 1.79], [0.96, -4.19, -4.34], [1.16, 1.30, 0.44], [-5.55, -4.12, -3.04], [-3.28, 2.50, 4.36], [-3.98, 2.69, 5.31], [-4.03, -4.02, -0.54], [-4.33, -0.44, -2.45], [-2.80, 1.80, 1.55], [4.88, 5.00, 3.87], [3.23, 2.42, -1.41], [-1.59, -2.33, 2.91], [-4.26, 3.22, 2.68], [-2.88, 4.28, 3.17], [-0.44, 0.51, 0.69], [-0.98, -3.24, -3.60], [4.85, 4.35, -2.57], [-1.23, -3.62, -5.07], [-0.59, -5.29, 1.80], [1.28, 0.95, -2.08], [-4.20, -1.81, -0.71], [-1.44, 0.54, 2.68], [5.41, 4.07, -1.19], [3.94, 4.94, -2.49], [4.57, 2.94, -3.07], [-1.72, -3.72, -2.96], [2.14, -4.37, -4.43], [0.22, -4.83, -6.34], [-2.39, 1.48, 4.32], [-3.25, 3.27, 3.07], [5.12, 2.77, -0.83], [-1.62, -4.60, 3.35], [-0.92, -1.83, 3.61], [6.00, 4.78, -0.45], [0.50, 0.49, 0.14], [-1.13, -2.17, -3.46], [-4.90, -3.33, -2.39], [-0.54, -4.41, 2.45], [-2.29, -1.54, 2.64], [2.93, 4.71, 3.03], [4.23, 2.18, -1.80], [-3.35, -1.81, -0.03], [-1.52, -3.14, 0.94], [-1.65, 3.16, 1.61], [1.02, 3.65, 2.97], [-3.79, -1.32, -2.12], [0.98, -0.47, 0.35], [-4.10, -2.44, -2.97], [-3.30, -3.48, 4.25], [4.42, 1.11, -1.81], [4.52, 2.81, 4.50], [0.32, 0.64, -1.36], [5.65, 4.84, -3.12], [3.81, 2.86, -3.84], [-0.61, 1.92, 3.55], [4.44, 2.96, 3.43], [-1.07, -2.72, -5.67], [-0.79, 0.35, -1.89], [-0.12, -4.58, -5.34], [0.48, -4.43, 2.86], [-4.71, -3.25, -0.90], [0.05, -2.56, 1.40], [0.39, -3.57, -3.30], [4.34, 4.45, 3.10], [5.50, 2.50, -3.45], [2.75, 1.57, 3.46], [3.15, 2.39, 2.86], [-5.01, -1.20, -0.33], [2.23, 3.58, 2.96]]
}